Formula: C51H79N7O17
Source: OMol25
Level of theory: the ωB97M-V functional and the def2-TZVPD basis

Computed properties:
Frontier orbital gap in eV: 7.7
Net charge: 0
HOMO level in eV: -7.763
Molecular weight in g/mol: 1062.22

Structure (XYZ):
```
154
Properties=species:S:1:pos:R:3:forces:R:3:lowdin_charge:R:1
C 4.754 -4.155 -0.461 -1.039 0.533 0.426 -0.020
C 3.656 -4.272 0.401 0.067 0.038 -1.114 -0.025
C 2.384 -3.794 0.011 1.867 -1.730 1.470 -0.319
C 2.228 -3.381 -1.301 -1.058 0.631 1.035 -0.027
C 3.290 -3.295 -2.189 0.640 -0.507 0.319 0.006
C 4.567 -3.657 -1.750 -0.109 -0.248 0.489 -0.320
O 5.696 -3.600 -2.523 -0.184 0.197 -0.215 0.032
O 1.362 -3.833 0.942 -0.755 0.714 -1.413 0.021
H 5.742 -4.312 -0.056 0.129 -0.473 -0.350 0.109
H 3.810 -4.840 1.306 -0.125 0.407 0.470 0.120
H 1.223 -3.026 -1.471 -0.029 0.013 -0.918 0.096
H 3.146 -3.016 -3.223 -0.198 0.256 -0.049 0.117
H 5.460 -3.201 -3.363 0.066 -0.031 -0.260 0.095
H 1.509 -4.383 1.715 0.561 -0.048 -0.135 0.108
C -4.134 3.070 -2.967 0.286 0.501 0.724 -0.004
C -4.599 2.597 -1.760 -0.413 -0.504 0.927 0.018
C -5.723 3.162 -1.147 0.750 -0.177 -0.520 -0.296
C -6.289 4.291 -1.670 -0.619 0.027 -0.175 -0.031
C -5.860 4.743 -2.875 1.143 0.686 -1.772 -0.003
C -4.764 4.152 -3.527 -0.832 -0.500 -0.173 -0.325
O -4.399 4.581 -4.750 -0.283 1.551 -0.901 0.058
O -6.299 2.581 -0.052 -0.005 -0.080 0.466 0.023
H -3.199 2.744 -3.397 -0.069 -0.425 -0.039 0.096
H -4.086 1.779 -1.277 -0.181 -0.097 -0.089 0.090
H -7.161 4.777 -1.256 -0.110 -0.123 0.376 0.124
H -6.371 5.559 -3.363 0.069 0.130 -0.043 0.123
H -3.931 3.966 -5.321 0.043 -0.354 0.549 0.111
H -6.865 3.236 0.362 -0.156 -0.056 0.154 0.116
C -4.383 -1.246 3.941 -0.082 0.838 -1.847 0.027
C -4.104 -0.691 2.649 0.633 -0.641 0.796 -0.003
C -4.967 0.165 2.000 0.467 0.225 -0.912 -0.324
C -6.168 0.477 2.544 -0.658 0.785 2.668 -0.019
C -6.390 0.067 3.861 -0.347 -1.263 0.756 0.003
C -5.581 -0.896 4.521 0.167 0.837 -1.261 -0.337
O -6.000 -1.429 5.694 -0.790 0.343 0.609 0.052
O -4.629 0.799 0.823 1.676 -1.411 -0.013 0.009
H -3.707 -1.887 4.488 0.315 -0.145 -0.349 0.099
H -3.189 -0.901 2.115 0.270 -0.162 0.328 0.088
H -6.734 1.291 2.116 -0.400 -0.210 -0.006 0.107
H -7.196 0.401 4.497 -0.474 0.252 -0.437 0.116
H -5.316 -1.912 6.164 0.278 0.048 -0.243 0.105
H -5.237 1.505 0.590 -0.589 0.132 0.352 0.024
C -2.797 3.889 2.720 0.726 -0.521 0.623 0.001
C -4.187 4.019 2.829 1.316 0.209 -1.180 -0.041
C -4.851 3.419 3.849 -0.874 -0.277 1.447 -0.325
C -4.128 2.747 4.840 0.294 -0.963 -0.828 0.010
C -2.738 2.555 4.709 -1.708 -0.011 0.424 -0.004
C -2.072 3.118 3.650 0.266 1.099 0.305 -0.323
O -0.691 3.054 3.606 -0.230 0.277 -1.290 0.023
O -6.241 3.515 3.988 0.828 -0.319 0.149 0.025
H -2.202 4.421 1.993 -0.235 0.055 -0.314 0.111
H -4.723 4.573 2.072 -0.069 0.209 -0.107 0.110
H -4.683 2.154 5.552 -0.013 0.272 0.377 0.116
H -2.204 1.961 5.437 0.041 -0.105 0.082 0.121
H -0.260 3.029 4.463 -0.452 -0.189 0.227 0.109
H -6.612 3.944 3.213 0.114 0.122 -0.036 0.084
C 1.451 -0.258 0.030 -2.411 0.998 -0.368 0.009
C 0.156 -0.548 -0.501 0.672 0.979 1.015 -0.018
C -0.835 0.439 -0.410 -0.625 1.482 -0.004 -0.306
C -0.504 1.752 -0.025 0.817 -0.585 0.185 -0.018
C 0.794 2.058 0.350 0.493 -0.079 1.138 -0.020
C 1.741 1.066 0.506 0.062 -3.429 -2.192 -0.336
O 2.993 1.215 0.945 0.218 2.159 1.517 0.025
O -2.174 0.169 -0.702 0.922 -0.938 -0.504 -0.015
H 2.151 -1.071 0.154 0.275 0.161 -0.170 0.092
H -0.123 -1.532 -0.847 0.016 -0.130 0.080 0.095
H -1.160 2.598 0.118 -0.803 -0.362 -0.408 0.110
H 1.036 3.031 0.753 -0.038 0.260 -0.185 0.120
H 3.650 0.705 0.465 0.382 -0.668 -0.507 0.031
H -2.773 0.776 -0.263 -0.010 0.150 0.529 0.046
C 3.261 -1.336 3.255 0.954 -0.334 -1.481 0.028
C 4.812 -1.465 3.188 -4.708 -0.590 -1.965 -0.617
O 5.422 -1.004 4.065 3.687 1.650 3.587 0.092
N 5.287 -2.095 2.113 2.075 -1.068 -1.324 0.032
C 6.713 -2.445 1.874 -0.655 0.485 -0.349 -0.059
H 2.929 -1.720 4.220 -0.182 0.192 -0.228 0.090
H 2.860 -1.862 2.388 -0.513 -0.514 0.293 0.047
H 2.968 -0.310 3.037 0.165 0.176 0.629 0.069
H 4.700 -2.339 1.329 -0.230 0.204 0.415 0.083
H 7.444 -1.807 2.371 -0.446 0.016 0.446 0.080
H 6.903 -2.290 0.812 -0.038 -0.124 -0.134 0.068
H 6.928 -3.490 2.101 -0.059 0.003 0.197 0.078
C -3.883 -2.965 0.191 -1.263 0.395 -0.616 0.009
C -2.816 -3.872 0.597 1.248 -0.113 1.265 -0.530
O -2.295 -3.821 1.717 -0.222 -0.539 -0.919 0.024
N -2.436 -4.726 -0.366 -0.138 -0.513 -1.267 0.011
C -1.501 -5.809 -0.267 0.123 -0.656 0.334 -0.064
H -3.548 -1.928 0.212 -0.097 -0.069 -0.078 0.072
H -4.747 -3.098 0.843 0.115 0.227 0.203 0.105
H -4.213 -3.258 -0.805 -0.133 0.460 -0.154 0.074
H -2.937 -4.718 -1.243 -0.036 0.357 0.393 0.121
H -1.776 -6.429 0.587 0.514 0.123 0.312 0.091
H -0.463 -5.476 -0.258 -0.034 0.001 0.379 0.073
H -1.618 -6.481 -1.117 -0.090 0.250 -0.208 0.083
C 4.331 3.843 -0.992 -0.238 0.100 -0.242 -0.001
C 4.823 4.678 -2.196 0.416 -0.236 0.305 -0.503
O 5.985 5.093 -2.174 -1.089 -0.009 -0.471 0.004
N 3.904 4.881 -3.194 1.322 -0.036 1.874 -0.001
C 4.073 5.662 -4.369 0.084 0.584 -1.212 -0.094
H 4.581 4.337 -0.053 0.007 0.312 -0.190 0.084
H 4.834 2.879 -0.913 0.163 -0.042 -0.369 0.054
H 3.260 3.643 -0.987 -0.060 0.049 -0.118 0.062
H 3.079 4.299 -3.211 0.043 -0.066 0.110 0.069
H 3.258 6.384 -4.423 -0.263 -0.176 -0.341 0.082
H 4.089 5.001 -5.236 -0.413 0.062 -0.223 0.081
H 4.957 6.282 -4.516 0.386 -0.371 1.005 0.083
C -0.731 -4.313 -4.738 0.647 -0.109 -0.736 -0.003
C -0.860 -2.855 -4.265 -0.327 -2.560 -0.148 -0.547
O 0.091 -2.120 -4.146 0.069 0.840 0.110 0.054
N -2.146 -2.602 -3.952 0.763 0.671 -0.673 0.009
C -2.601 -1.323 -3.545 -1.786 1.028 1.467 -0.084
H -0.434 -5.040 -3.983 -0.049 0.350 0.390 0.076
H 0.048 -4.372 -5.498 0.077 0.158 0.018 0.080
H -1.632 -4.695 -5.220 -0.158 0.129 0.124 0.070
H -2.837 -3.321 -4.109 0.313 0.257 -0.061 0.133
H -1.959 -0.696 -2.926 0.460 -0.842 0.206 0.061
H -3.468 -1.597 -2.944 -0.120 0.701 0.451 0.084
H -2.996 -0.590 -4.248 0.146 -0.524 -1.043 0.081
C 6.272 -0.203 -2.327 0.375 -0.254 -2.058 0.026
C 5.945 0.094 -0.954 -2.016 -1.061 0.485 -0.601
O 4.827 -0.129 -0.480 -0.436 -0.005 0.005 0.016
N 6.920 0.565 -0.258 2.707 1.957 2.491 0.052
C 6.846 0.997 1.150 0.090 -0.438 -0.006 -0.009
H 7.338 -0.069 -2.513 -0.077 -0.041 -0.236 0.094
H 5.712 0.505 -2.938 0.041 -0.101 -0.259 0.090
H 5.992 -1.221 -2.594 -0.067 0.169 0.119 0.075
H 7.800 0.761 -0.713 -0.289 -0.081 -0.020 0.143
H 6.263 1.901 1.322 -0.212 -0.105 -0.328 0.092
H 7.857 1.206 1.502 0.002 -0.075 -0.165 0.092
H 6.453 0.182 1.757 -0.143 0.208 -0.034 0.056
C -0.581 -0.417 2.891 0.102 -1.231 -0.414 0.021
C -0.745 -1.335 4.091 0.082 1.867 2.102 -0.561
O -0.621 -0.902 5.246 0.114 0.036 -0.394 -0.005
N -1.071 -2.602 3.886 -0.370 -0.805 -0.794 0.011
C -1.327 -3.576 4.964 1.041 0.938 -0.723 -0.050
H -0.653 -1.056 2.011 -0.094 0.227 -0.317 0.064
H 0.418 0.016 2.853 -0.131 0.136 0.299 0.081
H -1.346 0.357 2.828 0.111 -0.028 0.312 0.075
H -1.303 -2.805 2.925 -0.195 -0.731 0.219 0.066
H -2.056 -3.210 5.687 -0.335 -0.140 -0.254 0.071
H -0.398 -3.659 5.528 0.019 -0.236 0.094 0.079
H -1.556 -4.529 4.486 -0.283 0.149 0.249 0.081
C 2.845 1.037 -3.089 -0.524 -0.910 -0.336 0.028
C 1.790 1.953 -3.721 0.585 -1.245 1.311 -0.489
O 2.052 3.093 -4.055 -0.587 0.424 -0.542 0.031
N 0.546 1.422 -3.766 1.241 -1.225 -0.323 0.016
C -0.574 2.163 -4.179 -0.448 0.909 0.039 -0.087
H 3.473 0.536 -3.826 0.107 0.463 -0.419 0.080
H 2.344 0.182 -2.634 -0.041 0.124 0.419 0.063
H 3.497 1.502 -2.350 -0.317 0.286 -0.134 0.060
H 0.344 0.470 -3.497 0.667 -0.033 0.142 0.111
H -0.794 2.778 -3.306 -0.853 0.495 -0.310 0.090
H -1.386 1.480 -4.430 -0.051 0.154 0.083 0.075
H -0.326 2.788 -5.037 -0.140 0.099 0.045 0.094
```
Forces are in eV/Å.